C6H11NO | wB97M-V/def2-TZVPD

Results
* energy relative to the best compared isomer or geometry (same formula, charge and spin): 1048.8 kJ/mol
* orbital gap: 5.0 eV
* charge: 0
* 2S+1: 1
* highest occupied orbital energy: -7.78 eV

Each line ends with the Löwdin charge.
Positions of all 19 atoms, in Å:
C: 2.1692 0.4355 -0.6644  -0.28
C: 1.1156 -0.6487 -0.9926  -0.20
C: -0.4150 -0.4295 -0.8629  0.06
C: -1.1843 -0.2195 0.3046  -0.13
C: -2.4809 -0.1470 0.6139  0.05
C: -2.7769 0.2696 2.0891  -0.46
O: -2.4631 1.5329 2.5476  -0.19
N: 3.5104 -0.1818 -1.5229  0.00
H: 2.6373 0.7022 -1.7231  0.07
H: 1.5845 1.4150 -0.5230  0.16
H: 1.2120 -0.9872 -2.0296  0.11
H: 1.4529 -1.5025 -0.4770  0.10
H: -0.9635 -0.4636 -1.7839  0.10
H: -0.5988 -0.1185 1.2385  0.13
H: -3.2137 0.0293 -0.2103  0.14
H: -3.9037 0.1661 2.2046  0.11
H: -2.3071 -0.5154 2.7627  0.12
H: 4.3337 0.4806 -1.2970  0.05
H: 2.2914 0.1826 0.3255  0.08

***

C25H56CoN12S | wB97M-V/def2-TZVPD

Results
* orbital gap (spin up / spin down): 8.2 / 7.3 eV
* charge: +2
* 2S+1: 4
* highest occupied orbital energy (spin up / spin down): -12.09 / -12.09 eV

Each line ends with the Löwdin charge.
Positions of all 95 atoms, in Å:
Co: 0.9695 -0.8051 -0.2545  0.67
C: -1.9354 -0.5480 2.7465  -0.08
N: -1.8297 -1.8606 2.1880  -0.11
C: -2.9212 -2.7027 2.6686  -0.03
C: -0.9649 -2.2541 1.2350  -0.34
N: 0.2637 -1.6885 1.1671  -0.05
C: 1.0247 -1.4867 2.4592  -0.15
C: 2.2952 -0.6906 2.3363  -0.16
N: 2.6617 -0.2179 0.9812  -0.20
C: 2.8340 1.2691 0.8581  -0.13
C: 2.3196 1.7180 -0.5114  -0.19
N: 1.0386 1.1290 -0.9180  0.02
C: 0.3151 1.7889 -1.7942  -0.38
N: 0.8175 2.7331 -2.6624  -0.19
C: 0.3352 4.1172 -2.6671  -0.02
C: 1.8951 2.4505 -3.5935  -0.04
N: -1.0234 1.6363 -1.7934  -0.14
C: -1.8284 1.8253 -2.9948  -0.03
C: -1.6969 0.9800 -0.7339  -0.06
C: 3.8361 -1.0193 0.4348  -0.13
C: 3.4092 -2.2027 -0.4438  -0.16
N: 2.2534 -1.8889 -1.3688  0.02
C: 2.4235 -2.0319 -2.7012  -0.30
N: 1.2667 -2.0716 -3.4324  -0.11
C: -0.1089 -2.1557 -2.9098  -0.01
C: 1.3014 -1.8299 -4.8637  -0.04
N: 3.6447 -2.2746 -3.3687  -0.22
C: 3.8418 -3.5382 -4.0228  -0.06
C: 4.6688 -1.2625 -3.4508  -0.03
N: -1.3667 -3.2948 0.3950  -0.14
C: -2.7415 -3.3930 -0.1519  -0.04
C: -0.5092 -4.4332 0.0464  -0.02
H: -2.9937 -0.3413 2.8494  0.09
H: -1.5968 -0.5090 3.8046  0.10
H: -1.4065 0.2476 2.1818  0.06
H: -2.9318 -2.9085 3.7556  0.12
H: -3.8908 -2.3175 2.3594  0.10
H: -2.8251 -3.6886 2.1641  0.08
H: 0.4284 -0.8915 3.2532  0.12
H: 1.2278 -2.3850 3.0101  0.11
H: 2.2539 0.1617 3.0142  0.12
H: 3.1725 -1.3014 2.6885  0.13
H: 2.2323 1.7834 1.6533  0.14
H: 3.8892 1.4978 0.9147  0.12
H: 2.2493 2.8418 -0.4550  0.15
H: 3.0982 1.5209 -1.2832  0.11
H: -0.4315 4.1581 -1.8830  0.10
H: 1.2100 4.7511 -2.4931  0.10
H: -0.1733 4.3399 -3.6037  0.09
H: 2.2289 1.3993 -3.3508  0.09
H: 1.5934 2.5129 -4.6078  0.08
H: 2.7168 3.1223 -3.3946  0.09
H: -1.2578 2.2927 -3.8269  0.10
H: -2.2543 0.8187 -3.3163  0.11
H: -2.6724 2.4781 -2.8014  0.10
H: -1.2381 0.0142 -0.5185  0.04
H: -1.7823 1.6463 0.1660  0.09
H: -2.7708 0.8356 -1.0547  0.12
H: 4.4787 -0.3538 -0.1489  0.11
H: 4.4739 -1.4839 1.2817  0.15
H: 4.2975 -2.4269 -1.0028  0.10
H: 3.1758 -2.9987 0.2089  0.10
H: -0.2344 -1.6067 -1.9393  0.05
H: -0.7712 -1.7403 -3.6605  0.09
H: -0.3757 -3.1730 -2.7618  0.08
H: 2.2615 -2.1165 -5.3071  0.07
H: 0.5609 -2.4512 -5.3770  0.10
H: 1.0349 -0.8146 -5.1376  0.09
H: 3.1881 -4.3198 -3.5244  0.12
H: 3.4544 -3.4829 -5.0854  0.09
H: 4.9199 -3.7982 -4.0346  0.11
H: 4.2585 -0.2885 -3.7651  0.09
H: 5.2221 -1.1088 -2.5388  0.07
H: 5.3203 -1.5785 -4.2651  0.10
H: -3.2026 -2.4012 -0.2905  0.11
H: -2.5483 -3.8214 -1.1266  0.08
H: -3.4074 -4.0407 0.4029  0.08
H: -0.8917 -4.8670 -0.8798  0.09
H: 0.4989 -4.0829 -0.1186  0.07
H: -0.5101 -5.1127 0.9178  0.11
S: -1.7293 3.1796 2.9344  0.52
C: -2.9117 3.6204 4.0654  -0.86
N: -3.8236 4.6049 3.7940  -0.01
C: -4.5465 5.1908 4.8598  -0.19
C: -5.1744 4.0077 5.6199  -0.15
C: -4.0070 3.2559 6.2442  -0.17
N: -2.9925 2.9696 5.2451  0.01
H: -3.6548 5.1085 2.9586  0.11
H: -5.2787 5.8748 4.4805  0.12
H: -3.8256 5.8039 5.4873  0.15
H: -5.8604 3.4681 4.9782  0.12
H: -5.7948 4.4332 6.4182  0.12
H: -4.2832 2.3197 6.7851  0.14
H: -3.5990 3.9034 6.9908  0.11
H: -2.2873 2.2509 5.1862  0.10

***

C4H9N3 | wB97M-V/def2-TZVPD

Results
* energy relative to the best compared isomer or geometry (same formula, charge and spin): 343.4 kJ/mol
* orbital gap: 8.9 eV
* charge: 0
* 2S+1: 1
* highest occupied orbital energy: -7.96 eV

Each line ends with the Löwdin charge.
Positions of all 16 atoms, in Å:
C: 0.3119 1.5138 -0.1532  -0.06
C: -0.2998 0.8167 0.9919  -0.39
N: 0.1297 -1.2570 0.7074  0.04
N: 0.6067 -1.1027 -1.7097  0.05
C: -0.3699 -0.9294 -0.6752  -0.41
C: -0.7975 0.5129 -0.4589  -0.15
N: -0.6440 0.9661 2.2063  0.09
H: -0.5887 -1.5967 1.3379  0.10
H: 1.1144 -1.1151 0.9183  0.10
H: -0.1562 1.7266 2.6765  0.04
H: 0.8300 -2.0780 -1.8648  0.07
H: 1.4685 -0.6043 -1.5237  0.06
H: 1.3411 1.3133 -0.4381  0.09
H: 0.0376 2.5516 -0.2892  0.11
H: -1.2334 -1.5660 -0.8844  0.14
H: -1.7507 0.8484 -0.8412  0.12

***

C4H8O2 | wB97M-V/def2-TZVPD

Results
* energy relative to the best compared isomer or geometry (same formula, charge and spin): 361.2 kJ/mol
* orbital gap: 10.2 eV
* charge: 0
* 2S+1: 1
* highest occupied orbital energy: -9.13 eV

Each line ends with the Löwdin charge.
Positions of all 14 atoms, in Å:
C: 1.8042 0.5670 0.0742  -0.04
C: 0.9488 -0.5952 0.5487  -0.28
O: -0.0518 -0.2690 1.4812  0.00
C: -0.5732 -0.7805 0.2822  -0.27
C: -1.3037 0.0308 -0.7176  -0.24
O: -2.4505 0.6004 -0.1384  -0.05
H: 1.2155 1.4946 0.0560  0.08
H: 2.1907 0.3543 -0.9239  0.08
H: 2.6865 0.7862 0.7035  0.08
H: 0.9391 -1.6061 0.1583  0.13
H: -1.0297 -1.7660 0.5006  0.16
H: -1.6369 -0.6272 -1.5354  0.14
H: -0.6217 0.7745 -1.1524  0.12
H: -2.1172 1.0360 0.6630  0.10